Computed, not measured: C18H22ClN5OS2 in the gas phase at a distorted geometry, with the ωB97M-V functional and the def2-TZVPD basis.

Calculated values
SMILES	Cn1cc(Cl)c(/C=N/NC(=S)SCC(=O)Nc2ccc(C(C)(C)C)cc2)n1
orbital gap	7.652	eV

Last column: Mulliken charge in e.
Cartesian coordinates (Å):
O 0.80 0.19 5.22  -0.610
S -2.85 2.47 4.84  -0.275
Cl -0.96 2.12 -2.51  -0.210
N -2.41 -1.18 -1.03  -0.895
N -2.55 0.45 1.44  -0.371
S -2.96 -0.48 4.38  -0.149
C -0.18 -0.12 4.56  0.505
C -2.86 1.18 3.76  0.124
C -1.92 0.03 -0.93  0.444
C -1.52 0.51 -2.21  -0.092
C -1.67 -0.51 -3.09  -0.288
C -1.95 0.81 0.30  -0.120
C 1.04 -0.50 1.08  -0.932
C 1.67 1.28 2.60  -1.002
C 1.99 0.00 0.15  0.031
C 2.58 1.79 1.66  -0.754
C 0.87 0.18 2.31  0.497
C 2.72 1.20 0.39  0.471
N -2.70 1.43 2.39  0.006
N -0.14 -0.24 3.18  -0.096
N -2.26 -1.53 -2.36  0.490
C -1.38 -0.56 5.31  -0.859
C -2.61 -2.88 -2.80  -0.811
C 5.22 1.62 0.04  -1.611
C 3.73 1.12 -1.99  -1.766
C 3.61 3.23 -0.83  -1.634
C 3.80 1.74 -0.57  1.861
H -1.48 -0.47 -4.15  0.454
H -1.60 1.84 0.27  0.363
H 0.49 -1.40 0.88  0.389
H 1.65 1.76 3.55  0.470
H 2.12 -0.54 -0.77  0.309
H 3.28 2.60 1.90  0.241
H -2.33 2.37 2.22  0.304
H -0.93 -0.78 2.77  0.377
H -1.28 -1.58 5.58  0.401
H -1.47 0.05 6.21  0.400
H -2.02 -3.61 -2.28  0.313
H -3.69 -3.08 -2.59  0.278
H -2.41 -3.03 -3.88  0.305
H 5.38 2.27 0.93  0.342
H 5.33 0.59 0.34  0.375
H 5.99 1.82 -0.71  0.437
H 4.47 1.58 -2.67  0.441
H 3.91 0.02 -1.91  0.363
H 2.75 1.34 -2.45  0.335
H 2.56 3.45 -1.11  0.335
H 4.33 3.56 -1.58  0.494
H 3.81 3.81 0.10  0.323